a.
Below is a 7-piece molecular cluster, H14O7 overall, with properties calculated with wB97M-V/def2-TZVPD.

- structure (SMILES) = O.O.O.O.O.O.O
- HOMO level (eV) = -10.945
- total charge = 0

Structure (XYZ):
```
21
H14O7 (wB97M-V/def2-TZVPD)
O 2.2376 0.8897 2.6403
O -0.6005 -0.0679 -0.0546
O 0.3377 3.7906 -1.3324
O -4.2090 -2.2651 -0.4058
O 3.9633 -2.0031 -0.4895
O -3.8188 0.4895 0.8498
O 2.0372 -1.0671 -1.0719
H 4.9249 -1.9536 -0.4467
H -0.6666 0.8772 0.1224
H -4.0530 0.7606 -0.0450
H -3.3942 -1.8694 -0.0763
H -0.1800 4.0580 -2.1002
H 2.0438 -0.0054 2.9407
H -4.2897 1.1127 1.4144
H 1.3115 -1.5456 -0.6554
H -4.8473 -1.5434 -0.3802
H 3.6700 -1.1385 -0.1805
H 1.6237 -0.6158 -1.8165
H 0.8896 3.0717 -1.6604
H 3.1266 0.8267 2.2734
H 0.2604 -0.1679 -0.4762
```

---

b.
Below is a 7-piece molecular cluster, H14O7 overall, with properties calculated with wB97M-V/def2-TZVPD.

- structure (SMILES) = O.O.O.O.O.O.O
- HOMO level (eV) = -11.215
- total charge = 0

Structure (XYZ):
```
21
H14O7 (wB97M-V/def2-TZVPD)
O 10.6549 26.2835 -7.5315
O 11.2956 22.5246 -4.4744
O 19.4894 21.6927 -8.6792
O 16.0365 22.0989 -5.1655
O 19.5572 17.3577 -0.3437
O 19.1283 16.8566 -5.6759
O 14.2949 18.3264 -1.5107
H 11.2355 26.4471 -8.2747
H 18.6055 17.3507 -0.4458
H 19.0085 21.6480 -7.8528
H 19.7065 16.1035 -5.7974
H 11.0011 25.4880 -7.1270
H 15.3505 22.7631 -5.0980
H 11.4904 21.6338 -4.7654
H 11.1828 22.4483 -3.5270
H 19.0277 16.9314 -4.7269
H 13.5011 18.3432 -2.0454
H 16.0530 21.6826 -4.3037
H 14.0197 18.6723 -0.6617
H 19.8679 20.8198 -8.7841
H 19.7200 16.8124 0.4260
```

---

c.
Below is a 7-piece molecular cluster, H14O7 overall, with properties calculated with wB97M-V/def2-TZVPD.

- structure (SMILES) = O.O.O.O.O.O.O
- HOMO level (eV) = -10.869
- total charge = 0

Structure (XYZ):
```
21
H14O7 (wB97M-V/def2-TZVPD)
O -0.8751 1.7575 2.2348
O -1.6893 -2.2060 -1.2390
O 0.4983 -1.8018 2.7005
O 0.9171 0.9942 -2.0454
O -0.0515 -0.4523 0.4130
O 2.2142 2.5442 1.2441
O -0.5056 -1.1113 -3.5947
H -1.5140 -1.5380 -0.5608
H 1.8135 3.2625 1.8251
H 1.7957 1.1664 -1.9035
H -0.6604 0.2110 0.8762
H -1.7888 1.8163 1.8742
H 0.2852 -1.2203 2.0302
H -2.4763 -2.5769 -1.1264
H 1.5247 2.0572 0.8913
H 0.3364 -1.3329 -3.3425
H 0.2309 -0.1924 -0.5164
H -0.5972 2.5867 2.5263
H -0.7072 -1.3761 -2.7010
H 0.2665 -2.6849 2.5345
H 0.9829 0.0969 -2.1207
```

---

d.
Below is a 7-piece molecular cluster, H14O7 overall, with properties calculated with wB97M-V/def2-TZVPD.

- structure (SMILES) = O.O.O.O.O.O.O
- HOMO level (eV) = -10.880
- total charge = 0

Structure (XYZ):
```
21
H14O7 (wB97M-V/def2-TZVPD)
O 0.4897 0.1247 1.9403
O 0.9501 1.3909 -1.3792
O -1.1446 1.8900 0.3987
O -0.9893 -1.8284 0.5220
O 0.8528 -1.3219 -1.3361
O -2.6711 -0.0474 -0.5508
O 2.7126 -0.0313 0.2396
H 3.5121 0.0718 0.7504
H 1.8671 1.2292 -0.9943
H 0.3131 1.5861 -0.6127
H 1.6651 -1.3005 -0.8253
H -0.2802 0.7609 1.7511
H -2.8050 -0.2839 -1.5395
H -0.3145 -1.7876 -0.2214
H -1.3003 -2.7555 0.4481
H -1.5908 2.7517 0.5224
H -1.7882 1.3319 -0.0758
H 1.9524 0.0771 0.8735
H -2.2260 -0.8027 -0.1348
H 0.7543 -0.3586 -1.4866
H 0.0405 -0.6965 1.7106
```

---

Quick ranking, most stable first: d, b, a, c.

---

a.
Below is a 7-piece molecular cluster, H14O7 overall, with properties calculated with wB97M-V/def2-TZVPD.

- structure (SMILES) = O.O.O.O.O.O.O
- HOMO level (eV) = -10.551
- total charge = 0

Structure (XYZ):
```
21
H14O7 (wB97M-V/def2-TZVPD)
O -3.7319 -0.8255 0.5675
O 2.5511 1.5185 1.6025
O -0.2059 0.9055 -0.1555
O -0.7029 -1.4965 1.2265
O 2.0941 -1.0705 0.9955
O -2.4249 -0.1625 -1.6775
O 2.0161 0.7935 -1.9245
H -2.1309 -0.5515 -2.4495
H -3.3519 -0.3325 1.2995
H -1.1509 -1.1035 1.9405
H 2.1371 2.3065 1.2275
H 0.4811 0.9035 -0.7905
H 1.6731 0.6115 -2.8015
H -1.3589 -1.7065 0.5205
H 2.5201 -0.0145 -1.7495
H -0.3579 0.0795 0.3055
H -3.1949 -0.6085 -0.1655
H 2.1621 -0.1255 0.9875
H 1.1601 -1.2135 0.9755
H -1.6739 0.4035 -1.4275
H 3.4901 1.6885 1.4925
```

---

b.
Below is a 7-piece molecular cluster, H14O7 overall, with properties calculated with wB97M-V/def2-TZVPD.

- structure (SMILES) = O.O.O.O.O.O.O
- HOMO level (eV) = -11.147
- total charge = 0

Structure (XYZ):
```
21
H14O7 (wB97M-V/def2-TZVPD)
O 6.5640 5.0038 6.4915
O 3.8024 7.0889 3.5065
O 6.6127 6.7468 4.1505
O 5.4869 8.0196 6.5468
O 4.4970 9.5592 4.7523
O 7.4610 9.3215 3.7248
O 4.6589 4.4067 4.5503
H 4.8660 8.7185 6.2230
H 4.2699 5.3252 4.4069
H 8.2463 9.4614 4.2442
H 5.8093 4.6355 5.9388
H 5.4397 9.6962 4.4886
H 4.0734 7.8777 4.0121
H 4.6227 6.6532 3.2954
H 3.9019 9.9832 4.1231
H 6.3923 6.6202 5.1103
H 6.3097 8.4056 6.8245
H 7.2316 8.3485 3.9726
H 7.3343 6.1168 4.1099
H 4.0515 3.8421 4.0518
H 6.1816 5.5441 7.2524
```

---

c.
Below is a 7-piece molecular cluster, H14O7 overall, with properties calculated with wB97M-V/def2-TZVPD.

- structure (SMILES) = O.O.O.O.O.O.O
- HOMO level (eV) = -10.748
- total charge = 0

Structure (XYZ):
```
21
H14O7 (wB97M-V/def2-TZVPD)
O 2.9607 -2.8428 0.5669
O 0.0153 3.6108 1.2707
O -4.6778 -1.3346 -0.2984
O -2.3324 1.0103 -0.7510
O -0.0537 -0.2771 1.5711
O 2.9238 1.8742 -1.1468
O 1.7971 -0.6300 -0.6250
H 2.3790 -3.6116 0.4839
H -2.8719 0.2129 -0.5951
H 2.6974 -0.5464 -1.0145
H 2.5804 1.2115 -0.4459
H -4.3700 -2.1859 0.0752
H 2.1771 2.3786 -1.4452
H 0.7658 3.0779 1.2518
H -5.6193 -1.2937 -0.1050
H 0.0241 4.1296 0.3766
H -0.5335 -0.5584 2.4026
H 3.5103 -2.9630 -0.1718
H 1.5276 -1.5927 -0.6937
H -0.4011 -0.9613 1.0048
H -2.4989 1.2920 -1.7111
```

---

d.
Below is a 7-piece molecular cluster, H14O7 overall, with properties calculated with wB97M-V/def2-TZVPD.

- structure (SMILES) = O.O.O.O.O.O.O
- HOMO level (eV) = -11.401
- total charge = 0

Structure (XYZ):
```
21
H14O7 (wB97M-V/def2-TZVPD)
O 2.0923 -1.6994 1.0151
O 1.6112 1.8023 -0.8003
O 0.0259 -0.0296 0.2884
O -3.7876 -0.1567 -0.3125
O 3.6279 0.0837 -0.3119
O -1.5925 -1.0853 -1.6076
O -2.2297 0.8177 1.6972
H 3.1835 -0.6413 0.1874
H -2.4409 -0.6984 -1.1945
H -0.5173 -0.4418 -0.4425
H 1.9956 -2.5098 0.4917
H 1.2794 -1.1489 0.7711
H -1.4884 -0.6398 -2.4478
H 0.5579 0.7080 -0.1097
H -2.1556 0.2099 2.4429
H -1.3867 0.6433 1.1879
H -3.2993 0.1376 0.5128
H 1.7059 2.4810 -0.0699
H 2.4024 1.1956 -0.7054
H 4.4991 0.3210 0.1576
H -4.0833 0.6508 -0.7502
```

---

Quick ranking, most stable first: d, b, a, c.

---

a.
Below is a 7-piece molecular cluster, H14O7 overall, with properties calculated with wB97M-V/def2-TZVPD.

- structure (SMILES) = O.O.O.O.O.O.O
- HOMO level (eV) = -11.040
- total charge = 0

Structure (XYZ):
```
21
H14O7 (wB97M-V/def2-TZVPD)
O 1.1080 -3.4715 -0.5732
O -3.4978 -1.2235 -3.4779
O -0.4365 3.1333 -0.2087
O 3.9873 -3.8317 1.3549
O 2.2784 1.4281 0.6801
O -3.2920 3.4232 1.6009
O 0.1793 0.2891 -0.0002
H -2.5884 4.0746 1.4177
H -2.8053 2.5604 1.6400
H -3.2669 -0.2552 -3.2576
H -4.3263 -1.5046 -3.1390
H 0.4540 -4.1357 -0.8730
H 0.5253 -2.7613 -0.6912
H -0.6222 0.7968 0.1247
H 0.2141 -0.2659 0.7294
H 4.3356 -3.2259 2.0298
H 3.2445 -3.2306 0.9702
H 3.1146 1.7207 0.1846
H -1.0040 2.4516 -0.0109
H 2.5496 0.5312 0.8448
H -0.1514 3.4969 0.6547
```

---

b.
Below is H14O7 as an isolated structure, with properties calculated with wB97M-V/def2-TZVPD.

- HOMO level (eV) = -8.561
- total charge = 0

Structure (XYZ):
```
21
H14O7 (wB97M-V/def2-TZVPD)
O 12.4711 4.7211 5.2549
O 13.8806 5.8303 7.1584
O 14.3120 3.1835 6.7545
O 15.4796 7.6327 8.4944
O 13.0852 6.7763 8.8512
O 12.3567 3.5463 7.1516
O 14.9777 7.6797 6.3031
H 13.3959 3.2482 7.0244
H 13.5580 4.9364 7.0436
H 15.4213 8.5262 6.3578
H 15.1910 8.4859 8.8184
H 12.3682 7.2435 8.4224
H 14.9490 7.4810 7.7123
H 11.5811 3.8630 6.6885
H 14.1890 6.0875 6.2896
H 12.0246 3.2440 7.9969
H 14.3710 2.3399 6.3060
H 12.8972 4.0530 5.7919
H 12.1060 4.2368 4.5144
H 15.0769 7.4154 5.3885
H 13.5887 6.3964 8.1312
```

---

Quick ranking, most stable first: a, b.

---

a.
Below is a 7-piece molecular cluster, H14O7 overall, with properties calculated with wB97M-V/def2-TZVPD.

- structure (SMILES) = O.O.O.O.O.O.O
- HOMO level (eV) = -10.501
- total charge = 0

Structure (XYZ):
```
21
H14O7 (wB97M-V/def2-TZVPD)
O 0.9244 0.5623 2.7071
O 2.9524 0.7363 -1.4969
O -3.0686 -1.1147 0.7781
O -1.9986 1.6243 0.0681
O -0.2966 -0.6137 -0.3029
O 1.0774 -2.5427 -1.3999
O 1.0054 1.9033 -0.2629
H 0.9994 -3.4757 -1.2919
H 0.9634 2.8493 -0.3009
H -3.7296 -0.4607 0.9061
H 1.2954 0.1333 1.9371
H 0.1114 1.7253 -0.0889
H 2.1924 0.6373 -0.9519
H 1.9754 -2.3957 -1.1839
H -2.8886 1.6033 -0.2979
H -3.4326 -1.9747 0.7831
H 0.2224 -1.1857 -0.8469
H -1.6266 0.7733 -0.0859
H -1.0896 -1.0387 -0.0179
H 2.7484 1.5843 -1.9369
H 1.6624 0.6693 3.2861
```

---

b.
Below is a 7-piece molecular cluster, H14O7 overall, with properties calculated with wB97M-V/def2-TZVPD.

- structure (SMILES) = O.O.O.O.O.O.O
- HOMO level (eV) = -11.320
- total charge = 0

Structure (XYZ):
```
21
H14O7 (wB97M-V/def2-TZVPD)
O 0.4859 2.8843 -2.9846
O -2.3639 2.2957 1.9381
O -1.8144 -4.5308 -4.0074
O 0.0967 -1.0441 -0.0665
O 4.3344 -1.8281 -1.2852
O 1.2576 3.7389 3.1035
O -1.5801 -1.2553 4.2682
H 4.3280 -2.2200 -2.1584
H 1.1812 4.6340 3.4339
H -0.1861 3.1466 -3.6136
H 0.6265 3.6935 2.3853
H -1.0623 -5.0713 -4.2489
H -0.6458 -1.2510 4.0599
H 0.3100 -0.2282 -0.5192
H -2.5374 2.5960 2.8302
H -0.3875 -1.5577 -0.7131
H 3.4109 -1.7753 -1.0390
H -2.1499 1.3677 2.0345
H -1.9362 -1.9833 3.7588
H 1.1959 3.5127 -3.1159
H -2.5635 -5.1243 -4.0605
```

---

Quick ranking, most stable first: a, b.

---

a.
Below is a 7-piece molecular cluster, H14O7 overall, with properties calculated with wB97M-V/def2-TZVPD.

- structure (SMILES) = O.O.O.O.O.O.O
- HOMO level (eV) = -11.375
- total charge = 0

Structure (XYZ):
```
21
H14O7 (wB97M-V/def2-TZVPD)
O -2.2080 0.7159 -0.4490
O -1.0294 -1.7813 -0.9831
O 2.9464 -0.7549 0.3683
O 1.1698 -0.3295 -1.7763
O 0.0604 2.2918 -0.8269
O -1.4300 -0.7601 1.7258
O 1.0631 1.0458 1.3937
H -1.3163 -1.3712 0.9538
H -0.8736 1.9256 -0.7390
H 2.7860 -1.6052 0.7791
H -1.5620 -1.8958 -1.7103
H -1.8681 -0.1351 -0.8358
H 0.8433 0.5727 -1.6407
H 0.0953 2.8469 -0.0453
H 1.9411 -0.4017 -1.1550
H 0.6801 1.1695 0.4906
H -1.7326 -1.2362 2.4956
H 2.3350 -0.2201 0.8647
H -0.1422 -1.4896 -1.3835
H -2.0817 0.6659 0.5012
H 0.3233 0.7465 1.9721
```

---

b.
Below is a 7-piece molecular cluster, H14O7 overall, with properties calculated with wB97M-V/def2-TZVPD.

- structure (SMILES) = O.O.O.O.O.O.O
- HOMO level (eV) = -10.840
- total charge = 0

Structure (XYZ):
```
21
H14O7 (wB97M-V/def2-TZVPD)
O -46.0022 2.6431 -24.4640
O -45.0243 4.7219 -26.2602
O -44.0760 4.5807 -28.9365
O -47.1265 6.5594 -26.3143
O -48.9962 4.5637 -27.1922
O -44.9865 8.8553 -24.8842
O -43.5464 7.1059 -26.5848
H -45.6773 5.3407 -26.7315
H -44.4842 5.4916 -26.1027
H -45.7379 8.5583 -24.4939
H -48.4682 5.2707 -26.6803
H -44.7548 4.4921 -29.5646
H -47.7230 7.0562 -26.7563
H -44.6015 8.1114 -25.4091
H -49.5758 4.0720 -26.6466
H -47.0761 6.8284 -25.4214
H -43.7941 7.4100 -27.4515
H -42.7112 6.7993 -26.5405
H -44.4129 4.5430 -27.9812
H -46.0546 3.2985 -25.1838
H -45.5875 3.2723 -23.7169
```

---

Quick ranking, most stable first: a, b.

---

a.
Below is a 2-piece molecular cluster, C2H8NO overall, with properties calculated with wB97M-V/def2-TZVPD.

- HOMO level (eV) = -15.105
- total charge = +1

Structure (XYZ):
```
12
C2H8NO (wB97M-V/def2-TZVPD)
O -0.9060 -0.5001 0.5637
N -1.1011 1.4797 -1.1797
C 1.4287 -1.0754 0.5865
C -0.0055 -1.1358 1.1146
H -0.9224 2.4528 -0.8047
H -0.7029 1.4927 -2.0913
H -0.8745 0.6890 -0.3862
H 2.0590 -0.3158 1.1738
H -0.2047 -1.8305 1.9598
H 1.5093 -0.6063 -0.4358
H 1.8525 -2.0403 0.7346
H -2.1324 1.3899 -1.2352
```

---

b.
Below is C2H8NO as an isolated structure, with properties calculated with wB97M-V/def2-TZVPD.

- HOMO level (eV) = -15.804
- total charge = +1

Structure (XYZ):
```
12
C2H8NO (wB97M-V/def2-TZVPD)
O -0.2502 -0.1328 -0.9045
N -2.1152 0.4208 0.4799
C 1.9174 -0.2792 0.1792
C 0.9723 -0.2106 -1.0279
H -0.9267 -0.0060 0.2295
H -2.1435 0.8596 1.4075
H -2.7249 1.0208 -0.0620
H 1.4956 0.3419 0.9548
H 2.1259 -1.2968 0.5097
H 2.8302 0.1297 -0.2456
H -2.5121 -0.5188 0.5637
H 1.3313 -0.3286 -2.0842
```

---

Quick ranking, most stable first: a, b.

---

a.
Below is a 2-piece molecular cluster, C3H4N2OS overall, with properties calculated with wB97M-V/def2-TZVPD.

- structure (SMILES) = C=CN=C=O.N=S
- HOMO level (spin up / spin down) (eV) = -8.709 / -8.709
- total charge = 0

Structure (XYZ):
```
11
C3H4N2OS (wB97M-V/def2-TZVPD)
S -3.7457 1.0956 -0.4430
O -0.8060 -2.4298 0.1011
N 0.6179 -0.6011 0.4004
N -3.2588 0.4335 0.8684
C 2.4914 0.2954 -0.8387
C -0.0531 -1.5437 0.0788
C 1.5018 0.4199 0.0167
H -4.0020 0.4852 1.5664
H 2.8695 -0.5411 -1.2739
H 1.4392 1.1469 0.7079
H 2.9458 1.2393 -1.1841
```

---

b.
Below is a single C3H4N2OS molecule, with properties calculated with wB97M-V/def2-TZVPD.

- structure (SMILES) = CC(=S)/C=N/N=O
- HOMO level (spin up / spin down) (eV) = -8.925 / -8.921
- total charge = 0

Structure (XYZ):
```
11
C3H4N2OS (wB97M-V/def2-TZVPD)
S 1.1412 -2.5491 0.1819
O 5.2988 0.7582 -0.2623
N 4.2248 0.4849 0.2462
N 3.1519 -0.0060 -0.1525
C 1.8608 0.0824 -0.0020
C -0.4901 -0.5129 -0.1429
C 0.9119 -0.9248 -0.0268
H -0.4311 0.3707 -0.7256
H -0.8133 -0.3084 0.8261
H 1.4811 1.1426 -0.1067
H -0.9132 -1.3845 -0.6032
```

---

Quick ranking, most stable first: a, b.

---

a.
Below is C3H4N2OS as an isolated structure, with properties calculated with wB97M-V/def2-TZVPD.

- HOMO level (eV) = -9.681
- total charge = 0

Structure (XYZ):
```
11
C3H4N2OS (wB97M-V/def2-TZVPD)
S 1.5925 -1.2081 1.0487
O -0.2400 1.3310 0.5986
N -0.5731 0.1841 -1.3763
N -0.4541 1.6135 -1.6042
C -0.1754 -1.1453 0.5469
C -0.2888 2.1272 -0.4462
C -0.3736 0.0666 -0.0740
H -0.3307 -1.8113 -0.2553
H -0.4086 3.1778 -0.3578
H -0.9453 -1.4899 1.3776
H 2.1971 -2.8454 0.5419
```

---

b.
Below is a single C3H4N2OS molecule, with properties calculated with wB97M-V/def2-TZVPD.

- HOMO level (eV) = -9.231
- total charge = 0

Structure (XYZ):
```
11
C3H4N2OS (wB97M-V/def2-TZVPD)
S -2.1166 -0.3431 -0.6467
O -2.3038 -1.1556 -1.8390
N -0.8563 -0.9066 0.5437
N -0.7502 0.9596 -0.5791
C 0.2249 -1.0492 -0.4878
C -0.7036 0.4659 0.9235
C 0.2393 0.1128 -1.1465
H 0.8319 -1.9654 -0.3376
H 0.2781 0.8274 1.3988
H -1.4555 0.9492 1.3633
H 0.9231 0.3829 -1.9620
```

---

c.
Below is a 2-piece molecular cluster, C3H4N2OS overall, with properties calculated with wB97M-V/def2-TZVPD.

- structure (SMILES) = c1nncs1.C=O
- HOMO level (eV) = -9.739
- total charge = 0

Structure (XYZ):
```
11
C3H4N2OS (wB97M-V/def2-TZVPD)
S 2.2218 -0.8242 -0.2835
O -0.1052 -2.1882 -0.5764
N 1.7548 1.6198 0.2156
N 1.2044 0.9363 1.2145
C 1.3752 -0.3257 1.1779
C -1.2064 -1.7093 -0.5514
C 2.2570 0.8665 -0.7173
H 1.0684 -1.1718 1.7810
H 2.9905 1.3116 -1.4206
H -1.5677 -1.2376 0.3907
H -1.9249 -1.6929 -1.2712
```

---

d.
Below is a single C3H4N2OS molecule, with properties calculated with wB97M-V/def2-TZVPD.

- structure (SMILES) = C1=NOC=NSC1
- HOMO level (eV) = -8.804
- total charge = 0

Structure (XYZ):
```
11
C3H4N2OS (wB97M-V/def2-TZVPD)
S -0.3558 1.3877 -0.6375
O -0.1670 -1.6182 0.3066
N 1.0436 -1.1426 0.9090
N -0.3681 -0.0609 -1.4963
C 0.9298 0.0535 1.3238
C -0.2687 0.9237 1.1236
C -0.2907 -1.2337 -1.0127
H 1.8041 0.4628 1.7888
H -0.3756 -2.0746 -1.6806
H -0.1604 1.8756 1.6724
H -1.1913 0.4421 1.4693
```

---

Quick ranking, most stable first: c, d, a, b.